Computed, not measured: C6H13N in the gas phase in a non-equilibrium geometry, with ωB97M-V with the def2-TZVPD basis set.

Values from the calculation:
- SMILES = CCC/C=C(/C)N
- LUMO level (eV) = 1.0
- gap between HOMO and LUMO (eV) = 9.37
- electronic energy (hartree) = -291.1032
- HOMO level (eV) = -8.40

Geometry as XYZ:
```
20
Properties=species:S:1:pos:R:3:forces:R:3
C -1.864 0.523 -1.326 -0.3 -1.5 0.3
C -2.117 -0.429 -0.115 1.1 2.0 0.5
C -1.106 -0.206 1.074 0.9 0.4 -1.2
N 1.077 1.299 -0.253 -0.8 0.2 0.0
C 1.198 -0.092 0.011 0.1 0.6 3.1
C 0.306 -0.707 0.843 -0.8 -0.9 -3.0
C 2.617 -0.570 0.047 0.5 -2.7 -0.6
H -1.567 1.527 -1.052 0.1 0.1 0.0
H -1.115 0.021 -1.946 0.2 0.6 -0.1
H -2.793 0.528 -1.897 0.0 0.3 -0.2
H -3.073 -0.118 0.319 -0.2 -0.8 -0.2
H -2.037 -1.429 -0.517 -0.6 -0.4 0.4
H -1.547 -0.633 1.968 0.1 0.2 0.3
H -0.899 0.869 1.130 -1.0 0.0 0.5
H 1.160 1.943 0.512 0.1 0.0 0.1
H 1.237 1.704 -1.149 0.3 -0.2 -0.3
H 0.441 -1.791 0.881 0.3 0.2 0.8
H 2.714 -1.655 0.292 -0.6 0.4 -0.2
H 3.157 -0.174 0.911 0.2 0.8 -0.6
H 3.111 -0.551 -0.933 0.3 0.8 0.4
```
Forces are in eV/Å.

Mulliken population analysis, charges in e, atoms 1 to 4: -1.05, -0.45, -0.61, -0.39